C60H162N12O28P10 | the ωB97M-V functional and the def2-TZVPD basis

- HOMO (eV) = -8.00
- SMILES = CN(C)P(=O)(N(C)C)N(C)C.CN(C)P(=O)(N(C)C)N(C)C.CN(C)P(=O)(N(C)C)N(C)C.CN(C)P(=O)(N(C)C)N(C)C.CCOP(=O)(OCC)OCC.CCOP(=O)(OCC)OCC.CCOP(=O)(OCC)OCC.CCOP(=O)(OCC)OCC.CCOP(=O)(OCC)OCC.CCOP(=O)(OCC)OCC
- max |F| (eV/A) = 3.32

```
272
C60H162N12O28P10, DFT the ωB97M-V functional and the def2-TZVPD basis
C -23.8366 9.4391 -3.6441
N -24.5183 9.3904 -4.9693
C -25.7062 8.5713 -4.9081
P -24.5600 10.9526 -5.5481
O -25.2335 12.0315 -4.7938
N -22.8864 11.3500 -5.5788
C -21.8938 10.3819 -6.0343
C -22.4285 12.6559 -5.2173
N -25.2177 10.7091 -7.0802
C -25.6245 11.9963 -7.7835
C -24.8429 9.6420 -8.0003
H -23.4341 8.4357 -3.4050
H -24.4529 9.8511 -2.8498
H -22.9375 10.0486 -3.7335
H -26.4462 8.9646 -4.2025
H -25.4494 7.5582 -4.5972
H -26.2228 8.6039 -5.8859
H -22.3128 9.3644 -6.0423
H -21.6097 10.6953 -7.0056
H -20.9796 10.3754 -5.4214
H -21.5744 12.5521 -4.5404
H -22.0643 13.2481 -6.1101
H -23.1652 13.2408 -4.6844
H -26.0478 12.6863 -7.0784
H -24.7946 12.4008 -8.2977
H -26.4253 11.6370 -8.4693
H -24.6064 8.7165 -7.4492
H -24.0017 9.8978 -8.6732
H -25.6759 9.4153 -8.6353
C -30.0537 9.6992 -2.9229
N -30.7748 10.9395 -3.0684
C -32.2318 10.7252 -3.0600
P -30.1104 12.1694 -4.0240
O -31.1933 13.2059 -4.1413
N -28.6814 12.4513 -3.2172
C -27.8450 13.4939 -3.8351
C -28.8062 12.4333 -1.7488
N -29.5275 11.7202 -5.5528
C -28.4717 10.7273 -5.7790
C -30.2680 12.1629 -6.7736
H -29.9299 9.3525 -1.8616
H -28.9927 9.8391 -3.2799
H -30.5132 8.9904 -3.6152
H -32.4895 10.1202 -2.1825
H -32.6114 10.1674 -3.9955
H -32.7377 11.6571 -3.0054
H -28.0985 14.5522 -3.5697
H -26.7761 13.3597 -3.6566
H -27.9842 13.4467 -4.9239
H -29.5246 13.1061 -1.3893
H -29.1113 11.4176 -1.4586
H -27.8599 12.6664 -1.3280
H -28.8516 9.7307 -5.8180
H -28.0211 10.9578 -6.7333
H -27.7215 10.8313 -4.9999
H -29.5673 12.5002 -7.6021
H -30.8212 13.0779 -6.4783
H -30.9644 11.4749 -7.2125
C -27.0962 7.0451 3.7501
N -27.7072 8.0927 2.9105
C -27.6427 9.3965 3.5542
P -28.3051 7.8275 1.4067
O -29.4472 8.7732 1.1607
N -27.1099 8.1097 0.3558
C -27.3727 8.6228 -0.9848
C -25.8054 7.4995 0.4931
N -28.6377 6.2154 1.4166
C -29.7035 5.6980 2.2599
C -28.6285 5.3126 0.2334
H -26.7100 6.2884 3.0918
H -27.8076 6.5758 4.4068
H -26.3646 7.5733 4.3339
H -27.7560 9.3236 4.6300
H -28.4932 9.9990 3.1609
H -26.6924 9.8927 3.2838
H -27.6532 7.8554 -1.7330
H -28.1541 9.3458 -0.9143
H -26.4146 8.9303 -1.3083
H -25.7266 7.0126 1.4760
H -25.5767 6.5952 -0.1275
H -24.9702 8.1567 0.3361
H -29.5472 6.1819 3.2364
H -30.7261 5.8509 1.8457
H -29.5128 4.5934 2.4081
H -28.2014 4.3634 0.5886
H -27.8383 5.6437 -0.4631
H -29.6172 5.1744 -0.2019
C -37.4195 14.4000 -7.0563
N -36.2822 13.8382 -7.7488
C -36.4311 12.4033 -8.0305
P -34.8601 14.6883 -7.4443
O -35.0876 16.1441 -7.3611
N -34.1194 14.1641 -6.0126
C -33.7343 12.7507 -5.9007
C -34.4566 14.7577 -4.7285
N -33.8629 13.9539 -8.5575
C -32.4709 14.3678 -8.4003
C -34.2951 14.1778 -9.9439
H -37.2476 15.4646 -6.8250
H -37.5819 13.8097 -6.1121
H -38.2894 14.3557 -7.6726
H -37.3869 12.2537 -8.5140
H -36.6336 11.8437 -7.0996
H -35.6809 11.8845 -8.6074
H -32.8873 12.6544 -5.2401
H -34.6215 12.1946 -5.6178
H -33.5090 12.4138 -6.8936
H -34.7895 15.7929 -4.8958
H -35.2539 14.1845 -4.2398
H -33.5795 14.7534 -4.0705
H -32.3027 15.4153 -8.6888
H -32.2666 14.3903 -7.3500
H -31.7337 13.7134 -8.8450
H -35.4002 14.0917 -10.0597
H -33.7586 13.4568 -10.5716
H -33.9644 15.1975 -10.1866
C -31.6423 17.0127 -5.4078
C -30.3312 16.3377 -5.7829
O -29.7275 17.0818 -6.8156
P -29.2224 16.6182 -8.2779
O -29.0114 15.1729 -8.3805
O -30.2203 17.1351 -9.3296
C -30.7008 18.4835 -9.3142
C -30.7214 19.1831 -10.6875
O -27.9355 17.5543 -8.3670
C -27.1932 17.6463 -9.5668
C -25.9796 18.5440 -9.3890
H -32.1982 16.3822 -4.7089
H -31.5575 18.0002 -4.9241
H -32.1953 17.0407 -6.3173
H -29.6044 16.2002 -4.9667
H -30.5060 15.2985 -6.1210
H -31.6543 18.4542 -8.8666
H -30.1140 19.0532 -8.5979
H -31.5888 19.8313 -10.7067
H -29.8293 19.8351 -10.7921
H -30.8503 18.5940 -11.5992
H -26.8904 16.6124 -9.8977
H -27.7538 17.9767 -10.4261
H -25.4463 18.5840 -10.3363
H -26.2679 19.5854 -9.2476
H -25.3042 18.2551 -8.6219
C -31.3612 8.2852 4.4027
C -32.7118 8.1744 3.7420
O -32.6204 7.6026 2.3874
P -33.8508 7.0958 1.5700
O -34.8124 6.1890 2.1836
O -34.5970 8.4410 1.1244
C -35.9785 8.3861 0.8458
C -36.2558 8.1573 -0.6542
O -33.0962 6.5232 0.3030
C -32.0634 7.4369 -0.3295
C -31.5837 6.7546 -1.5735
H -31.4392 8.6444 5.4541
H -30.7359 7.4391 4.2259
H -30.9133 9.1356 3.8649
H -33.4595 7.5926 4.2881
H -33.1753 9.1756 3.6039
H -36.4382 7.6788 1.4576
H -36.3998 9.3719 1.1114
H -37.3099 8.0275 -0.7633
H -35.8472 9.0104 -1.2580
H -35.7911 7.2191 -0.9998
H -32.5192 8.4165 -0.5556
H -31.1807 7.4994 0.3201
H -32.3354 6.8110 -2.3710
H -30.6097 7.2392 -1.8207
H -31.4312 5.7027 -1.3524
C -27.0484 13.1178 2.7149
C -27.7841 12.6905 1.3643
O -29.1802 12.5496 1.6006
P -30.2252 13.6261 2.0453
O -30.1031 14.2939 3.3129
O -31.5943 12.8129 1.9513
C -32.0631 12.1859 0.7675
C -32.9253 11.0131 0.9770
O -30.0588 14.6115 0.7964
C -30.8472 15.8181 0.7532
C -31.2108 16.2895 -0.6294
H -25.9717 12.9501 2.6627
H -27.2785 14.2000 2.8654
H -27.5316 12.5417 3.5029
H -27.6482 13.4627 0.5987
H -27.4762 11.7473 0.9147
H -32.8016 12.8861 0.3711
H -31.2582 12.0172 -0.0339
H -33.7644 11.2329 1.5410
H -33.2107 10.6943 -0.0368
H -32.3887 10.1910 1.4481
H -31.7658 15.7073 1.3416
H -30.1744 16.4791 1.2731
H -30.3615 16.7309 -1.1922
H -31.6724 15.5540 -1.2879
H -31.9143 17.0469 -0.4330
C -21.1456 16.2240 -4.0041
C -21.4298 15.7599 -2.5965
O -21.4174 14.2949 -2.5662
P -21.9221 13.5287 -1.2325
O -21.5394 12.0964 -1.2916
O -21.3776 14.3713 -0.0503
C -20.1322 14.1663 0.5085
C -20.0573 14.6853 1.9591
O -23.4942 13.8564 -1.1704
C -24.4326 13.0376 -1.9718
C -25.2887 12.1649 -1.0456
H -21.9936 16.1845 -4.6539
H -20.8891 17.2637 -3.8731
H -20.2461 15.7891 -4.4949
H -20.6425 16.1171 -1.8864
H -22.3390 16.0936 -2.2193
H -19.8818 13.1099 0.3976
H -19.2777 14.5890 -0.0862
H -19.0581 15.0737 2.1533
H -20.5757 15.6312 1.9156
H -20.4763 14.0400 2.7375
H -24.8835 13.7669 -2.5987
H -23.8322 12.4238 -2.6084
H -25.8868 12.6114 -0.2944
H -25.9556 11.5944 -1.7161
H -24.5531 11.5120 -0.5579
C -24.9060 16.0569 -6.7548
C -25.2720 15.3365 -5.3866
O -24.5976 15.9291 -4.2000
P -25.2598 17.1567 -3.3894
O -24.3324 17.6696 -2.4057
O -25.8676 18.1237 -4.4841
C -26.3394 19.3979 -4.1919
C -25.2511 20.4979 -4.2006
O -26.6334 16.6200 -2.7923
C -26.7682 16.1013 -1.4509
C -26.8232 17.1311 -0.3528
H -25.2835 17.0931 -6.9135
H -23.8196 15.9961 -7.0307
H -25.3751 15.3806 -7.4343
H -26.3339 15.5040 -5.3051
H -25.0391 14.3078 -5.2956
H -27.1302 19.5890 -4.8915
H -26.8570 19.3170 -3.1976
H -25.6232 21.4282 -3.8107
H -24.3824 20.0881 -3.6701
H -25.0430 20.8525 -5.2067
H -27.7280 15.5359 -1.5038
H -25.9459 15.3678 -1.3630
H -27.5903 17.8320 -0.6397
H -27.1197 16.6942 0.5702
H -25.9093 17.7493 -0.2699
C -35.0255 8.4302 -7.8197
C -34.0583 8.6167 -6.5582
O -32.6869 8.9657 -6.9516
P -31.6794 7.9007 -7.4512
O -32.2406 6.6165 -7.9128
O -30.8767 8.7613 -8.5381
C -29.8710 8.1001 -9.2609
C -28.7143 9.0845 -9.6412
O -30.6356 7.7722 -6.3222
C -30.7515 6.5715 -5.3893
C -29.3246 6.1893 -4.9321
H -34.9734 9.3193 -8.4740
H -34.7328 7.5068 -8.3665
H -36.0373 8.3214 -7.5074
H -34.3612 9.4337 -5.9580
H -34.1047 7.7736 -5.8968
H -29.4700 7.2807 -8.6391
H -30.2858 7.6101 -10.1683
H -28.0444 8.4426 -10.2184
H -28.9907 9.9401 -10.2967
H -28.1974 9.4577 -8.7249
H -31.3444 6.8838 -4.4801
H -31.2728 5.7818 -5.9222
H -29.3996 5.3229 -4.2820
H -28.6739 5.9376 -5.7889
H -28.8255 6.9063 -4.3073
```